{"formula": "C20H51BO7", "method": "ωB97M-V/def2-TZVPD", "homo_energy_ev": -9.86, "lumo_energy_ev": 0.7, "total_charge": 0, "smiles": "BCCCCOC=O.CC(C)O.CC(C)O.CC(C)O.CC(C)O.CC(C)O", "e_tot_ha": -1344.06756, "gap_ha": 0.387, "multiplicity": 1, "symbols": ["B", "C", "C", "C", "C", "O", "C", "O", "H", "H", "H", "H", "H", "H", "H", "H", "H", "H", "H", "C", "C", "C", "O", "H", "H", "H", "H", "H", "H", "H", "H", "C", "C", "C", "O", "H", "H", "H", "H", "H", "H", "H", "H", "C", "C", "C", "O", "H", "H", "H", "H", "H", "H", "H", "H", "C", "C", "C", "O", "H", "H", "H", "H", "H", "H", "H", "H", "C", "C", "C", "O", "H", "H", "H", "H", "H", "H", "H", "H"], "positions_angstrom": [[0.423, 0.842, -4.647], [1.475, 1.318, -3.579], [2.490, 0.170, -3.455], [3.911, 0.584, -3.085], [4.055, 1.565, -1.948], [3.915, 2.940, -2.358], [4.420, 3.758, -1.422], [3.974, 3.898, -0.371], [-0.364, -0.014, -4.368], [0.404, 1.252, -5.764], [0.917, 1.483, -2.670], [1.910, 2.244, -3.928], [2.112, -0.543, -2.735], [2.542, -0.326, -4.418], [4.419, -0.310, -2.750], [4.451, 0.932, -3.954], [5.068, 1.450, -1.574], [3.394, 1.316, -1.126], [5.329, 4.290, -1.716], [-0.901, 5.305, 0.211], [-0.329, 3.896, 0.271], [0.622, 3.721, 1.437], [0.382, 3.603, -0.932], [-0.100, 6.040, 0.092], [-1.568, 5.410, -0.646], [-1.459, 5.545, 1.118], [-1.149, 3.180, 0.346], [1.471, 4.402, 1.324], [1.024, 2.708, 1.451], [0.142, 3.918, 2.397], [1.112, 4.231, -0.992], [-0.070, -0.929, -9.852], [-0.207, -1.258, -8.373], [-0.782, -2.651, -8.164], [-1.029, -0.288, -7.729], [-1.049, -0.946, -10.340], [0.341, 0.072, -9.985], [0.580, -1.643, -10.360], [0.771, -1.192, -7.894], [-1.782, -2.721, -8.600], [-0.875, -2.870, -7.100], [-0.151, -3.414, -8.624], [-1.903, -0.324, -8.135], [-0.325, 2.496, 5.572], [-1.212, 1.438, 4.932], [-1.026, 0.083, 5.596], [-0.926, 1.339, 3.536], [0.730, 2.226, 5.464], [-0.465, 3.461, 5.083], [-0.545, 2.608, 6.634], [-2.256, 1.745, 5.007], [0.002, -0.265, 5.492], [-1.665, -0.665, 5.122], [-1.268, 0.124, 6.659], [-0.005, 1.067, 3.442], [-0.472, -4.621, 7.387], [-0.619, -3.614, 6.256], [-0.594, -4.294, 4.896], [0.420, -2.638, 6.332], [0.484, -5.145, 7.310], [-0.489, -4.117, 8.354], [-1.274, -5.361, 7.366], [-1.557, -3.069, 6.375], [0.360, -4.809, 4.744], [-0.696, -3.562, 4.096], [-1.399, -5.023, 4.800], [1.264, -3.094, 6.229], [-1.848, -1.469, 1.803], [-2.605, -2.711, 1.356], [-4.008, -2.365, 0.884], [-2.666, -3.658, 2.424], [-2.355, -0.987, 2.643], [-0.845, -1.732, 2.142], [-1.762, -0.742, 0.995], [-2.059, -3.200, 0.548], [-4.585, -1.914, 1.696], [-4.539, -3.264, 0.569], [-3.984, -1.664, 0.048], [-3.147, -3.248, 3.154]], "forces_ev_per_a": [[0.070, -0.100, 0.194], [-0.931, -0.108, -0.966], [-0.088, 0.637, -0.101], [-0.478, 0.038, 0.107], [0.277, -0.435, -0.026], [0.087, -0.532, -0.731], [1.646, 0.026, -3.134], [-1.908, 0.523, 4.388], [0.028, -0.045, 0.023], [0.055, 0.055, -0.039], [0.199, 0.252, 0.627], [0.412, 0.230, 0.206], [-0.091, -0.292, 0.148], [0.170, -0.487, -0.202], [0.320, -0.355, 0.051], [0.151, 0.290, -0.256], [0.304, 0.048, 0.203], [-0.399, 0.195, 0.133], [0.151, 0.149, -0.582], [-0.108, -0.002, -0.089], [0.354, 0.356, 0.098], [0.071, -0.029, 0.271], [-0.306, -0.140, -0.219], [0.033, -0.028, 0.089], [-0.023, -0.035, 0.022], [0.018, 0.006, 0.002], [0.092, -0.103, -0.159], [-0.029, 0.038, 0.026], [-0.049, -0.016, -0.009], [-0.026, -0.019, -0.035], [0.031, -0.131, 0.003], [0.133, 0.124, -0.008], [-0.423, -0.129, -0.302], [0.061, -0.054, 0.166], [0.110, 0.054, 0.081], [-0.012, -0.096, 0.018], [0.034, -0.020, 0.027], [-0.023, -0.003, -0.012], [-0.032, 0.102, 0.088], [0.034, 0.015, -0.091], [0.046, 0.012, -0.002], [-0.023, -0.003, -0.013], [0.072, -0.011, 0.022], [-0.076, 0.163, -0.058], [0.460, -0.199, 0.161], [-0.165, 0.042, -0.069], [-0.207, 0.099, -0.101], [-0.012, -0.082, 0.055], [-0.043, -0.006, 0.021], [0.024, -0.010, 0.001], [-0.017, 0.020, -0.154], [0.029, 0.034, 0.069], [-0.024, 0.017, 0.014], [0.037, -0.025, 0.006], [-0.066, 0.015, 0.030], [-0.068, 0.111, 0.162], [0.377, -0.453, -0.125], [-0.009, 0.136, -0.004], [-0.048, 0.154, 0.077], [-0.026, -0.044, -0.089], [-0.043, 0.009, -0.018], [0.020, -0.015, -0.009], [0.064, 0.136, 0.020], [-0.020, -0.075, 0.100], [-0.076, -0.009, -0.002], [0.015, -0.009, -0.043], [-0.088, -0.009, 0.006], [0.116, -0.116, -0.005], [-0.236, 0.388, 0.265], [-0.055, -0.153, -0.100], [0.055, -0.138, -0.141], [-0.054, 0.052, -0.063], [0.007, -0.008, -0.037], [-0.013, 0.032, 0.027], [0.011, -0.135, 0.069], [0.063, 0.084, 0.003], [0.037, 0.000, -0.031], [-0.008, 0.017, 0.020], [0.028, 0.001, -0.073]], "mulliken_charge": [0.27, -0.27, -0.51, -0.89, -0.52, -0.25, 0.00, -0.37, -0.09, -0.11, 0.09, 0.17, 0.30, 0.30, 0.34, 0.32, 0.54, 0.27, 0.40, -1.40, 0.38, -0.90, -0.41, 0.34, 0.34, 0.39, 0.23, 0.39, 0.15, 0.22, 0.27, -1.35, 0.51, -1.27, -0.51, 0.35, 0.33, 0.37, 0.26, 0.33, 0.31, 0.37, 0.32, -1.43, 0.39, -1.10, -0.42, 0.33, 0.33, 0.43, 0.26, 0.31, 0.12, 0.44, 0.31, -1.51, 0.64, -1.13, -0.51, 0.36, 0.37, 0.37, 0.24, 0.39, 0.14, 0.36, 0.32, -1.06, 0.32, -1.32, -0.51, 0.13, 0.26, 0.49, 0.29, 0.33, 0.34, 0.37, 0.35]}